# C33H54N8O4

5 unconnected molecules or ions with the total composition C33H54N8O4 (ωB97M-V/def2-TZVPD, the OMol25 dataset).

The geometry in XYZ format:
```
99
C33H54N8O4 (ωB97M-V/def2-TZVPD)
N -12.998 10.457 17.258
O -13.468 11.376 16.552
O -12.656 9.459 16.608
O -12.824 10.546 18.470
C -15.076 4.669 21.158
C -16.194 5.031 20.191
C -16.877 6.294 20.758
C -16.107 7.557 20.600
C -15.719 7.835 19.131
C -14.971 6.692 18.414
N -15.678 5.357 18.761
O -15.232 4.339 18.122
C -13.508 6.660 18.914
C -15.216 6.877 16.917
C -17.245 3.870 20.115
H -14.140 5.216 21.059
H -14.758 3.649 20.935
H -15.441 4.703 22.183
H -17.277 6.153 21.761
H -17.765 6.525 20.162
H -15.257 7.540 21.284
H -16.814 8.291 20.989
H -15.131 8.753 19.203
H -16.513 8.240 18.501
H -13.022 5.695 18.769
H -13.423 6.903 19.971
H -12.967 7.404 18.327
H -16.173 6.665 16.435
H -14.475 6.192 16.499
H -15.091 7.832 16.406
H -18.034 4.091 19.397
H -17.749 3.692 21.065
H -16.669 2.964 19.932
C -14.318 12.576 13.217
N -15.227 11.395 13.194
C -16.500 11.570 12.758
C -17.444 10.582 12.898
C -17.079 9.342 13.493
C -15.765 9.197 13.887
C -14.842 10.203 13.689
C -18.000 8.213 13.436
C -19.225 8.291 14.163
C -20.007 7.125 14.225
N -19.703 6.065 13.502
C -18.550 6.041 12.782
C -17.692 7.137 12.659
C -20.483 4.805 13.664
H -13.366 12.252 13.633
H -14.810 13.376 13.767
H -14.076 12.847 12.190
H -16.789 12.505 12.300
H -18.491 10.768 12.705
H -15.426 8.191 14.094
H -13.779 10.129 13.868
H -19.398 9.243 14.641
H -20.824 7.066 14.930
H -18.376 5.054 12.376
H -16.859 7.187 11.973
H -20.144 4.359 14.598
H -20.462 4.255 12.726
H -21.511 5.108 13.860
C -7.864 12.462 23.526
C -9.176 11.750 23.815
N -9.305 10.564 22.954
C -8.644 9.357 23.098
C -9.018 8.584 22.044
N -9.921 9.279 21.253
C -10.123 10.518 21.847
C -10.505 8.725 20.054
H -7.836 12.668 22.450
H -6.915 11.938 23.618
H -7.907 13.517 23.798
H -10.002 12.431 23.621
H -9.212 11.347 24.827
H -7.818 9.112 23.747
H -8.665 7.616 21.726
H -10.726 11.265 21.356
H -11.585 8.853 20.146
H -10.311 7.657 19.986
H -10.266 9.258 19.135
C -10.393 14.435 14.633
C -11.087 13.637 15.743
N -12.035 14.357 16.616
C -12.776 15.442 16.223
C -13.655 15.765 17.208
N -13.404 14.849 18.217
C -12.371 14.054 17.877
C -14.211 14.607 19.416
H -10.963 14.508 13.710
H -9.409 14.006 14.446
H -10.127 15.427 15.002
H -10.422 13.070 16.395
H -11.690 12.846 15.295
H -12.685 15.909 15.255
H -14.536 16.386 17.169
H -12.011 13.175 18.388
H -14.149 13.579 19.770
H -15.281 14.706 19.237
H -13.885 15.289 20.201
```

Output
Charge   +4
Energy relative to the best compared isomer or geometry (same formula, charge and spin)   2.443 eV
Calculated total energy   -55164.9455 eV
Frontier orbital gap   5.14 eV

Here are the Löwdin charges for atoms 1 to 2, given in e: -0.6312 -0.0866

---

# C33H55BF2N5O4P

3 unconnected molecules or ions with the total composition C33H55BF2N5O4P (ωB97M-V/def2-TZVPD, the OMol25 dataset).

The geometry in XYZ format:
```
101
C33H55BF2N5O4P (ωB97M-V/def2-TZVPD)
C -2.983 6.269 -1.483
C -2.862 6.352 -3.004
O -2.124 5.247 -3.560
B -0.756 5.268 -3.333
O 0.051 5.889 -4.262
C -0.092 4.606 -2.056
C 0.709 5.399 -1.167
C 0.876 6.871 -1.431
C 1.282 4.784 -0.065
C 2.090 5.568 0.946
C 1.288 5.787 2.244
F 3.307 4.965 1.199
C 1.087 3.396 0.170
N 1.646 2.840 1.285
C 1.477 1.561 1.453
P 2.322 0.912 2.991
O 3.170 -0.311 2.306
O 1.118 0.097 3.776
C 0.733 0.777 0.518
C 0.571 -0.690 0.729
C 1.438 -1.572 0.105
C 1.318 -2.939 0.246
C 0.270 -3.368 1.051
C -0.554 -2.419 1.631
N -0.427 -1.101 1.508
N 0.148 1.274 -0.534
C 0.327 2.618 -0.708
C -0.285 3.251 -1.829
C -1.122 2.406 -2.757
C -0.360 1.914 -4.026
C 1.107 2.280 -4.076
F 1.651 1.735 -5.238
H -2.666 5.294 -1.127
H -2.341 7.008 -1.007
H -3.999 6.434 -1.138
H -2.341 7.269 -3.287
H -3.835 6.345 -3.480
H -0.402 6.676 -4.588
H 0.259 7.459 -0.753
H 0.664 7.130 -2.458
H 1.903 7.170 -1.250
H 2.329 6.544 0.550
H 0.274 5.424 2.109
H 1.197 6.855 2.430
H 1.765 5.333 3.104
H 3.279 -1.031 2.937
H 0.346 0.673 3.844
H 2.236 -1.169 -0.504
H 1.971 -3.634 -0.254
H 0.080 -4.418 1.196
H -1.378 -2.770 2.240
H -1.451 1.517 -2.236
H -2.023 2.940 -3.026
H -0.856 2.215 -4.945
H -0.374 0.826 -4.016
H 1.278 3.351 -4.139
H 1.633 1.834 -3.235
C 1.820 -5.724 -3.558
C 3.176 -5.922 -2.897
N 3.198 -6.991 -1.918
C 4.400 -6.998 -1.101
C 5.743 -7.272 -1.789
C 2.747 -8.287 -2.394
C 3.484 -8.914 -3.585
H 1.040 -5.561 -2.813
H 1.853 -4.847 -4.207
H 1.533 -6.574 -4.178
H 3.431 -4.988 -2.386
H 3.933 -6.057 -3.685
H 4.263 -7.720 -0.291
H 4.464 -6.023 -0.608
H 5.864 -8.324 -2.042
H 6.559 -7.011 -1.112
H 5.871 -6.680 -2.695
H 1.690 -8.200 -2.657
H 2.765 -8.985 -1.553
H 3.678 -8.190 -4.378
H 2.872 -9.709 -4.015
H 4.430 -9.365 -3.292
C -2.763 1.026 2.922
C -3.247 0.664 4.318
N -4.666 0.371 4.374
C -5.185 0.288 5.728
C -4.669 -0.837 6.635
C -5.128 -0.651 3.452
C -4.491 -2.045 3.547
H -3.333 1.863 2.514
H -1.713 1.321 2.960
H -2.831 0.187 2.233
H -3.053 1.515 4.977
H -2.631 -0.166 4.699
H -6.275 0.231 5.678
H -4.971 1.243 6.218
H -5.098 -1.803 6.371
H -4.954 -0.633 7.669
H -3.582 -0.922 6.608
H -4.980 -0.280 2.435
H -6.212 -0.744 3.557
H -3.406 -1.994 3.655
H -4.700 -2.604 2.632
H -4.894 -2.627 4.374
```

Output
Energy relative to the best compared isomer or geometry (same formula, charge and spin)   0.000 eV
Calculated total energy   -66156.3167 eV
Frontier orbital gap   7.67 eV

Here are the Löwdin charges for atoms 1 to 2, given in e: -0.0451 -0.2000